(1)
DFT (ωB97M-V with the def2-TZVPD basis set) results for a structure of composition C2H9NS in a non-equilibrium geometry.

Positions of all 13 atoms, in Å:
S (-1.420011, -0.957603, -1.269629)
N (0.198811, 1.786849, -2.645880)
C (0.336423, -1.514423, 0.178964)
C (-1.049874, -1.438801, 0.426018)
H (1.297702, 1.735363, 4.762079)
H (0.719837, -2.287312, -0.476687)
H (0.963396, -0.635576, 0.284358)
H (-1.384619, -0.653213, 1.099713)
H (1.647653, 1.930688, 4.136950)
H (-0.057874, 1.009308, -3.245471)
H (-0.586604, 1.929764, -2.013890)
H (0.917484, 1.404901, -2.038969)
H (-1.582321, -2.309944, 0.802443)

Force components x, y, z for each atom (eV/Å):
S 2.0 -0.4 0.5
N 0.1 0.1 0.2
C -0.2 1.2 -3.4
C -2.7 -0.2 2.7
H 0.0 0.0 0.0
H 0.2 -0.4 0.6
H 0.0 -0.1 0.2
H 0.4 0.2 0.0
H 0.0 0.0 0.0
H -0.1 0.1 0.0
H 0.0 -0.1 -0.3
H 0.1 0.1 -0.1
H 0.2 -0.4 -0.5

The HOMO-LUMO gap is 7.702 eV. The charge is 0. The value obtained for the lowest unoccupied orbital energy is -1.02 eV.

Löwdin atomic charges, in units of e:
1 S 0.61
2 N -0.02
3 C -0.05
4 C -0.76
5 H 0.00
6 H 0.06
7 H 0.07
8 H 0.07
9 H 0.00
10 H -0.02
11 H -0.02
12 H -0.01
13 H 0.07

---

(2)
DFT (ωB97M-V with the def2-TZVPD basis set) results for a cluster of 2 separate species, C2H9NS in total.

Positions of all 13 atoms, in Å:
S (-3.139151, -0.566105, -0.102531)
N (0.102045, 0.843563, -0.655829)
C (1.054196, -0.706327, 0.979359)
C (1.261169, -0.008613, -0.351127)
H (0.338549, 1.481806, -1.409023)
H (2.193373, 0.564166, -0.312312)
H (0.606840, -0.030033, 1.699151)
H (1.962526, -1.162394, 1.359816)
H (1.344116, -0.747771, -1.147178)
H (0.340666, -1.528134, 0.915249)
H (-2.183907, -0.172861, -0.941731)
H (-3.791927, 0.599726, -0.183674)
H (-0.088500, 1.432977, 0.149829)

Force components x, y, z for each atom (eV/Å):
S -0.3 -0.2 0.2
N 0.2 0.1 0.0
C -0.5 -0.6 -0.1
C -0.1 0.1 0.1
H -0.1 -0.1 0.0
H 0.1 0.0 -0.1
H 0.3 0.3 0.3
H 0.2 0.3 0.1
H 0.2 0.0 -0.1
H -0.1 0.0 -0.3
H 0.3 0.1 -0.1
H 0.0 0.0 0.0
H -0.1 -0.1 0.0

As for the SMILES: CCN.S. The HOMO-LUMO gap is 10.251 eV. The charge is 0. The value obtained for the lowest unoccupied orbital energy is 1.05 eV.

Löwdin atomic charges, in units of e:
1 S 0.45
2 N -0.04
3 C -0.11
4 C -0.34
5 H 0.07
6 H 0.10
7 H 0.07
8 H 0.07
9 H 0.10
10 H 0.07
11 H -0.26
12 H -0.23
13 H 0.06

---

- Which formula does entry 2 have?
  C2H9NS

---

What did the first record say?
DFT (ωB97M-V with the def2-TZVPD basis set) results for a structure of composition C2H9NS in a non-equilibrium geometry.

Positions of all 13 atoms, in Å:
S (-1.420011, -0.957603, -1.269629)
N (0.198811, 1.786849, -2.645880)
C (0.336423, -1.514423, 0.178964)
C (-1.049874, -1.438801, 0.426018)
H (1.297702, 1.735363, 4.762079)
H (0.719837, -2.287312, -0.476687)
H (0.963396, -0.635576, 0.284358)
H (-1.384619, -0.653213, 1.099713)
H (1.647653, 1.930688, 4.136950)
H (-0.057874, 1.009308, -3.245471)
H (-0.586604, 1.929764, -2.013890)
H (0.917484, 1.404901, -2.038969)
H (-1.582321, -2.309944, 0.802443)

Force components x, y, z for each atom (eV/Å):
S 2.0 -0.4 0.5
N 0.1 0.1 0.2
C -0.2 1.2 -3.4
C -2.7 -0.2 2.7
H 0.0 0.0 0.0
H 0.2 -0.4 0.6
H 0.0 -0.1 0.2
H 0.4 0.2 0.0
H 0.0 0.0 0.0
H -0.1 0.1 0.0
H 0.0 -0.1 -0.3
H 0.1 0.1 -0.1
H 0.2 -0.4 -0.5

The HOMO-LUMO gap is 7.702 eV. The charge is 0. The value obtained for the lowest unoccupied orbital energy is -1.02 eV.

Löwdin atomic charges, in units of e:
1 S 0.61
2 N -0.02
3 C -0.05
4 C -0.76
5 H 0.00
6 H 0.06
7 H 0.07
8 H 0.07
9 H 0.00
10 H -0.02
11 H -0.02
12 H -0.01
13 H 0.07

---

- Which value of lowest unoccupied orbital energy does entry 2 give?
  1.05 eV

---

What did the second record say?
DFT (ωB97M-V with the def2-TZVPD basis set) results for a cluster of 2 separate species, C2H9NS in total.

Positions of all 13 atoms, in Å:
S (-3.139151, -0.566105, -0.102531)
N (0.102045, 0.843563, -0.655829)
C (1.054196, -0.706327, 0.979359)
C (1.261169, -0.008613, -0.351127)
H (0.338549, 1.481806, -1.409023)
H (2.193373, 0.564166, -0.312312)
H (0.606840, -0.030033, 1.699151)
H (1.962526, -1.162394, 1.359816)
H (1.344116, -0.747771, -1.147178)
H (0.340666, -1.528134, 0.915249)
H (-2.183907, -0.172861, -0.941731)
H (-3.791927, 0.599726, -0.183674)
H (-0.088500, 1.432977, 0.149829)

Force components x, y, z for each atom (eV/Å):
S -0.3 -0.2 0.2
N 0.2 0.1 0.0
C -0.5 -0.6 -0.1
C -0.1 0.1 0.1
H -0.1 -0.1 0.0
H 0.1 0.0 -0.1
H 0.3 0.3 0.3
H 0.2 0.3 0.1
H 0.2 0.0 -0.1
H -0.1 0.0 -0.3
H 0.3 0.1 -0.1
H 0.0 0.0 0.0
H -0.1 -0.1 0.0

As for the SMILES: CCN.S. The HOMO-LUMO gap is 10.251 eV. The charge is 0. The value obtained for the lowest unoccupied orbital energy is 1.05 eV.

Löwdin atomic charges, in units of e:
1 S 0.45
2 N -0.04
3 C -0.11
4 C -0.34
5 H 0.07
6 H 0.10
7 H 0.07
8 H 0.07
9 H 0.10
10 H 0.07
11 H -0.26
12 H -0.23
13 H 0.06